Version A
The following is a quantum chemistry calculation of the ion C7H14NO with charge +1, from OMol25.

```
23
Properties=species:S:1:pos:R:3:mulliken_charge:R:1
C -3.12 -0.75 0.42 -1.531
C -1.99 0.11 0.19 1.208
C -2.24 1.39 -0.62 -1.228
C -0.80 -0.48 0.42 -0.561
N 0.69 0.49 0.28 0.589
O 0.73 1.63 -0.03 -0.351
C 1.85 -0.27 0.50 0.338
C 3.03 0.62 0.40 -1.481
C 1.77 -1.16 -0.78 -1.368
H -3.96 -0.22 1.12 0.319
H -2.90 -1.64 0.85 0.444
H -3.74 -1.09 -0.35 0.374
H -3.23 1.60 -0.77 0.422
H -1.80 2.39 -0.13 0.293
H -1.58 1.40 -1.46 0.357
H -0.43 -1.41 0.72 0.385
H 1.90 -0.98 1.30 0.291
H 3.38 0.69 -0.55 0.421
H 2.92 1.58 0.88 0.383
H 3.98 0.36 0.81 0.427
H 0.95 -1.83 -0.82 0.467
H 2.68 -1.89 -0.80 0.351
H 1.89 -0.54 -1.59 0.450
```

Total charge: +1
LUMO level: -5.81 eV
HOMO: -0.527 hartree
Spin multiplicity: 1

Version B
The following is a quantum chemistry calculation of the ion C7H14NO with charge +1, from OMol25.

```
23
Properties=species:S:1:pos:R:3:mulliken_charge:R:1
C -2.47 0.16 0.57 -0.164
C -2.24 0.79 -0.60 -0.318
C -1.46 -0.63 1.20 -0.516
C -0.11 -0.22 -0.58 0.211
C 0.11 -1.45 -1.41 -1.531
C 0.98 1.74 0.61 -0.751
C 2.16 -0.55 0.44 -0.539
N 1.20 0.46 -0.23 0.040
O -0.98 0.64 -1.19 -0.386
H -3.33 0.50 1.19 0.326
H -2.88 1.47 -1.15 0.461
H -1.20 -0.48 2.24 0.371
H -1.50 -1.65 0.95 0.292
H -0.88 -1.69 -1.78 0.400
H 0.65 -2.24 -0.87 0.460
H 0.59 -1.14 -2.34 0.402
H 1.79 2.38 0.25 0.361
H -0.01 2.02 0.35 0.294
H 1.08 1.43 1.60 0.335
H 1.78 -0.45 1.55 0.283
H 1.94 -1.59 0.04 0.159
H 3.15 -0.18 0.32 0.369
H 1.62 0.69 -1.16 0.439
```

Total charge: +1
LUMO level: -3.30 eV
HOMO: -0.471 hartree
Spin multiplicity: 1

Of them, version B has the highest stability.

Version A
The following is a quantum chemistry calculation of a structure of composition C47H34N2O6PtS4, from OMol25.

```
94
Properties=species:S:1:pos:R:3:mulliken_charge:R:1
Pt -0.52 1.58 -1.93 0.835
C -6.27 -3.44 2.85 -1.450
C -5.83 -2.74 1.60 0.869
C -5.60 -3.43 0.42 -0.723
C -5.17 -2.78 -0.73 -0.452
C -4.99 -1.41 -0.70 0.208
C -5.24 -0.68 0.45 -0.387
C -5.66 -1.35 1.59 -0.693
S -1.64 -1.40 -0.74 0.479
O -1.04 -1.49 -2.07 -0.459
C -0.54 -0.60 0.42 1.800
C -1.12 0.16 1.47 -0.797
C -0.35 0.58 2.51 -1.130
C 1.01 0.19 2.61 1.187
C 1.80 0.53 3.73 -0.849
C 3.10 0.12 3.82 -0.743
C 3.68 -0.65 2.78 -0.853
C 2.95 -0.98 1.68 -0.820
C 1.59 -0.57 1.57 0.279
C 0.80 -0.93 0.44 -0.675
C 1.46 -1.60 -0.72 -1.289
C 1.45 -3.02 -0.81 1.336
C 0.89 -3.82 0.22 -0.989
C 0.91 -5.18 0.13 -0.898
C 1.48 -5.82 -0.99 -0.685
C 2.01 -5.07 -2.01 -1.004
C 2.01 -3.66 -1.94 0.788
C 2.55 -2.87 -2.98 -1.105
C 2.57 -1.51 -2.87 -0.972
C 2.06 -0.88 -1.72 1.515
S 2.24 0.92 -1.76 -0.079
O 1.29 1.55 -0.75 0.079
C 3.81 1.03 -0.87 0.899
C 4.95 0.35 -1.29 -0.681
C 6.12 0.50 -0.58 -0.832
C 6.19 1.34 0.54 1.097
C 7.48 1.49 1.30 -1.617
C 5.04 2.02 0.92 -0.814
C 3.85 1.87 0.23 -0.116
H -6.32 -4.52 2.70 0.351
H -7.26 -3.10 3.17 0.337
H -5.58 -3.25 3.67 0.330
H -5.73 -4.51 0.39 0.302
H -4.98 -3.32 -1.65 0.469
H -5.11 0.39 0.46 0.506
H -5.84 -0.79 2.49 0.398
H -2.16 0.43 1.42 0.582
H -0.77 1.20 3.29 0.504
H 1.36 1.14 4.51 0.424
H 3.69 0.39 4.68 0.403
H 4.71 -0.96 2.86 0.449
H 3.40 -1.54 0.88 0.512
H 0.46 -3.34 1.09 0.480
H 0.50 -5.78 0.93 0.449
H 1.49 -6.90 -1.05 0.405
H 2.43 -5.55 -2.88 0.449
H 2.94 -3.35 -3.87 0.401
H 2.96 -0.90 -3.68 0.687
H 4.92 -0.30 -2.16 0.414
H 7.01 -0.03 -0.90 0.419
H 8.30 1.73 0.62 0.393
H 7.74 0.57 1.81 0.319
H 7.40 2.29 2.04 0.360
H 5.07 2.68 1.78 0.437
H 2.96 2.41 0.54 -0.182
O -4.60 -0.79 -1.89 -0.356
C -3.50 -0.01 -1.90 -0.562
O -2.73 -0.01 -0.82 1.019
C -3.20 0.64 -3.12 0.839
C -4.09 0.48 -4.21 -1.442
C -3.81 1.06 -5.42 -0.274
C -2.66 1.85 -5.54 -1.135
C -1.86 2.01 -4.43 0.225
N -2.09 1.42 -3.25 -0.040
H -4.98 -0.12 -4.07 0.468
H -4.47 0.93 -6.26 0.434
H -2.40 2.34 -6.46 0.418
H -0.99 2.65 -4.46 0.385
O 2.34 3.71 2.15 -0.524
S 1.47 4.73 1.63 1.334
O 1.67 6.08 2.05 -0.766
N 1.43 4.62 -0.02 -0.570
C 0.28 4.20 -0.44 0.206
S -0.08 3.98 -2.10 -0.549
C -0.73 3.93 0.63 0.631
C -2.03 3.45 0.51 -0.232
C -2.78 3.31 1.67 -0.720
C -2.26 3.65 2.92 -0.601
C -0.96 4.12 3.04 -0.870
C -0.22 4.23 1.88 -0.177
H -2.42 3.20 -0.46 0.647
H -3.80 2.94 1.60 0.451
H -2.88 3.55 3.80 0.398
H -0.54 4.38 4.00 0.505
```

⟨S²⟩: 2.04
LUMO level (spin up / spin down): -0.12 / -1.12 eV
HOMO (spin up / spin down): -0.234 / -0.272 hartree
Spin multiplicity: 3

Version B
The following is a quantum chemistry calculation of a structure of composition C47H34N2O6PtS4, from OMol25.

```
94
Properties=species:S:1:pos:R:3:mulliken_charge:R:1
Pt -0.89 1.27 -1.35 1.375
C -2.18 2.96 7.89 -1.430
C -2.09 2.21 6.58 1.009
C -0.96 2.35 5.78 -0.841
C -0.87 1.69 4.56 0.008
C -1.92 0.88 4.15 -0.032
C -3.05 0.73 4.93 -0.337
C -3.13 1.39 6.15 -0.767
S -1.84 0.10 2.53 0.598
O -1.36 1.23 1.67 -0.434
C -0.44 -1.02 2.82 1.130
C -0.34 -1.59 4.12 -1.094
C 0.59 -2.52 4.43 -1.245
C 1.51 -2.95 3.45 0.912
C 2.54 -3.87 3.77 -0.964
C 3.43 -4.29 2.82 -0.746
C 3.31 -3.81 1.50 -0.846
C 2.32 -2.93 1.16 -0.607
C 1.39 -2.46 2.13 0.602
C 0.37 -1.49 1.80 -1.691
C 0.29 -1.16 0.34 1.065
C -0.24 -2.16 -0.54 0.821
C -1.02 -3.24 -0.05 -1.069
C -1.59 -4.12 -0.92 -0.913
C -1.39 -4.02 -2.31 -0.807
C -0.60 -3.02 -2.80 -0.869
C -0.03 -2.06 -1.94 0.875
C 0.71 -0.98 -2.46 -0.761
C 1.03 0.09 -1.65 -0.155
C 0.80 -0.01 -0.23 -0.341
S 1.36 1.45 0.72 0.881
O 1.00 2.56 -0.23 -0.768
C 3.10 1.08 0.40 0.109
C 3.87 1.77 -0.52 -0.412
C 5.19 1.40 -0.72 -0.881
C 5.75 0.34 -0.02 0.978
C 7.19 -0.05 -0.25 -1.550
C 4.97 -0.34 0.91 -0.938
C 3.65 0.04 1.13 -0.271
H -1.38 2.64 8.57 0.318
H -3.14 2.80 8.38 0.356
H -2.05 4.03 7.71 0.336
H -0.14 2.98 6.11 0.406
H 0.00 1.82 3.92 0.403
H -3.86 0.11 4.58 0.456
H -4.01 1.27 6.77 0.306
H -1.05 -1.28 4.87 0.560
H 0.65 -2.94 5.42 0.412
H 2.61 -4.23 4.79 0.448
H 4.21 -4.99 3.07 0.416
H 4.01 -4.15 0.75 0.482
H 2.26 -2.58 0.14 0.432
H -1.19 -3.32 1.01 0.551
H -2.23 -4.91 -0.53 0.430
H -1.86 -4.72 -2.98 0.410
H -0.43 -2.92 -3.87 0.520
H 1.03 -0.97 -3.49 0.679
H 1.66 0.89 -2.02 0.461
H 3.42 2.60 -1.06 0.536
H 5.79 1.94 -1.44 0.396
H 7.43 -0.03 -1.31 0.376
H 7.39 -1.05 0.14 0.351
H 7.86 0.65 0.26 0.317
H 5.39 -1.17 1.47 0.399
H 3.05 -0.48 1.87 0.699
O -4.27 1.07 1.07 -0.747
C -3.46 1.20 0.16 0.133
O -2.64 0.31 -0.26 -0.796
C -3.40 2.56 -0.52 0.822
C -4.45 3.46 -0.41 -0.604
C -4.30 4.71 -0.97 -0.379
C -3.11 5.03 -1.61 -0.799
C -2.11 4.09 -1.68 -0.166
N -2.27 2.87 -1.15 0.067
H -5.33 3.15 0.13 0.533
H -5.11 5.43 -0.92 0.430
H -2.96 6.01 -2.05 0.420
H -1.16 4.29 -2.16 0.487
O 0.53 2.63 -6.45 -0.674
S 0.41 1.34 -5.84 1.065
O 1.61 0.58 -5.64 -0.629
N -0.43 1.43 -4.41 -0.350
C -1.47 0.63 -4.44 1.106
S -2.48 0.38 -3.09 -0.517
C -1.72 -0.06 -5.72 0.244
C -2.72 -0.97 -6.02 -0.484
C -2.75 -1.52 -7.30 -0.729
C -1.81 -1.14 -8.25 -0.437
C -0.81 -0.23 -7.95 -0.612
C -0.78 0.29 -6.68 -0.156
H -3.44 -1.24 -5.26 0.488
H -3.51 -2.24 -7.55 0.402
H -1.86 -1.57 -9.25 0.390
H -0.08 0.07 -8.70 0.441
```

⟨S²⟩: 2.01
LUMO level (spin up / spin down): -0.29 / -1.01 eV
HOMO (spin up / spin down): -0.268 / -0.296 hartree
Spin multiplicity: 3

Of them, version B has the highest stability.

Version A
The following is a quantum chemistry calculation of the molecule C8H11N3O3S, from OMol25.

```
26
Properties=species:S:1:pos:R:3:mulliken_charge:R:1
C 0.86 -2.50 1.88 -0.734
C -0.19 -1.92 1.21 -0.308
C 2.14 -2.13 1.54 0.939
C 1.42 -0.50 0.01 0.421
C -2.86 0.78 -0.21 -0.480
C -2.37 1.36 -1.65 -0.478
C -0.96 -0.43 -0.54 -0.600
C 0.43 2.70 -1.72 -0.639
N 2.41 -1.12 0.70 -0.648
N 0.12 -1.01 0.21 0.363
N 3.23 -2.62 2.19 -0.445
O 1.56 0.42 -0.84 -0.668
O -1.76 0.15 0.39 -0.261
O 0.14 3.72 -0.86 -0.498
S -0.53 0.96 -1.72 0.213
H 0.79 -3.46 2.45 0.182
H -1.17 -2.15 1.27 0.593
H -3.28 1.64 0.32 0.269
H -3.79 0.08 -0.41 0.246
H -3.00 0.82 -2.40 0.287
H -2.45 2.43 -1.79 0.451
H 1.39 2.19 -1.74 0.430
H 0.17 2.99 -2.70 0.508
H 3.07 -3.38 2.84 0.227
H 4.02 -2.48 1.59 0.274
H 0.61 3.46 -0.04 0.353
```

LUMO level (spin up / spin down): 0.59 / 0.59 eV
HOMO (spin up / spin down): -0.243 / -0.243 hartree
Spin multiplicity: 1

Version B
The following is a quantum chemistry calculation of the molecule C8H11N3O3S, from OMol25.

```
26
Properties=species:S:1:pos:R:3:mulliken_charge:R:1
C -1.62 2.62 0.60 -1.090
C -0.48 2.71 -0.46 -0.249
N 0.70 2.02 -0.13 -0.257
S 1.58 1.03 -1.46 0.967
N 2.94 1.57 -1.58 -0.742
O 0.71 0.77 -2.59 -0.552
O 1.95 -0.37 -0.64 -0.419
C 0.99 -1.19 -0.18 0.386
C -0.41 -1.00 -0.25 -0.240
C -1.26 -1.87 0.46 -0.435
C -0.76 -2.99 1.16 0.406
N -1.61 -3.90 1.71 -0.340
O -2.81 -3.66 1.53 -0.362
C 0.66 -3.24 1.16 -0.415
C 1.49 -2.32 0.60 -0.562
H -1.63 1.68 1.07 0.381
H -1.65 3.56 1.23 0.326
H -2.57 2.84 -0.05 0.257
H -0.70 2.32 -1.52 0.241
H -0.42 3.78 -0.84 0.361
H 1.22 2.23 0.65 0.161
H 3.26 1.93 -2.46 0.282
H -0.94 -0.28 -0.82 0.610
H -2.27 -1.62 0.70 0.439
H 1.10 -4.17 1.48 0.382
H 2.53 -2.46 0.65 0.464
```

LUMO level: -0.94 eV
HOMO: -0.331 hartree
Spin multiplicity: 1

Of them, version A has the highest stability.

Version A
The following is a quantum chemistry calculation of a cluster of 2 separate species, C3H5O2 in total, from OMol25.

```
10
Properties=species:S:1:pos:R:3:mulliken_charge:R:1
C -2.30 0.34 0.02 -0.090
C 2.02 0.47 -0.35 0.669
C 1.29 -0.56 0.11 -0.630
O 2.67 1.37 -0.55 -0.057
O -1.10 0.34 -0.06 -0.405
H -2.74 0.77 0.82 0.310
H -2.80 -0.20 -0.86 0.240
H 1.72 -0.93 1.03 0.324
H 1.04 -1.46 -0.50 0.334
H 0.20 -0.15 0.32 0.305
```

Total charge: +1
LUMO level: -4.93 eV
HOMO: -0.565 hartree
Spin multiplicity: 1

Version B
The following is a quantum chemistry calculation of the ion C3H5O2 with charge +1, from OMol25.

```
10
Properties=species:S:1:pos:R:3:mulliken_charge:R:1
C 0.60 -1.87 -0.46 -0.038
C -0.62 0.23 0.17 0.772
C -0.20 1.62 0.46 -0.878
O -1.50 -0.49 0.12 -0.252
O 0.74 -0.68 -0.49 -0.215
H 1.47 -2.33 -1.02 0.295
H -0.38 -2.35 -0.20 0.316
H -1.08 2.24 0.44 0.324
H 0.43 1.90 -0.41 0.334
H 0.56 1.73 1.38 0.341
```

Total charge: +1
LUMO level: -5.52 eV
HOMO: -0.626 hartree
Spin multiplicity: 1

Of them, version B has the highest stability.